Molecular formula: C5H5F6NO2S
Method: DFT, wB97M-V/def2-TZVPD

Geometry as XYZ:
```
20
Properties=species:S:1:pos:R:3:lowdin_charge:R:1
C 0.03 2.90 -1.03 -0.01
C 2.89 0.72 0.06 -0.66
C 2.09 -0.51 0.48 -0.28
C -1.01 1.62 0.67 -0.70
C -0.17 -1.96 0.83 -0.13
N -0.16 2.66 0.18 0.11
O 0.13 -0.15 -1.19 -0.26
O -0.49 0.54 1.17 -0.08
F 2.85 1.81 0.85 0.14
F 4.16 0.37 -0.09 0.16
F 2.29 -0.82 1.81 -0.02
F -2.12 1.33 -0.18 0.07
F -1.58 2.32 1.69 0.10
F 2.56 1.21 -1.11 0.14
S 0.44 -0.43 0.17 0.89
H 0.58 3.83 -1.31 0.10
H -0.17 2.29 -1.96 0.11
H -1.28 -2.07 0.90 0.09
H 0.34 -2.80 0.17 0.14
H 0.02 -1.84 1.94 0.10
```

* energy above the lowest of the compared OMol25 structures with the same formula, charge and spin: 0.0 kcal per mole
* orbital gap: 10.0 eV
* total charge: 0
* LUMO: 0.207 eV

Molecular formula: C5H5F9O2SSi
Method: DFT, wB97M-V/def2-TZVPD

Geometry as XYZ:
```
23
Properties=species:S:1:pos:R:3:lowdin_charge:R:1
C -1.80 -0.45 2.40 -0.28
Si -2.19 -0.37 0.50 0.62
S -0.88 -1.80 -0.46 0.69
O -0.43 -2.91 0.55 -0.38
O -1.76 -2.55 -1.53 -0.40
C 0.54 -1.03 -1.43 -0.27
F 1.16 -2.17 -2.21 0.01
F -0.07 -0.15 -2.45 0.01
C 1.71 -0.35 -0.52 -0.10
F 2.99 -1.06 -0.89 0.03
F 1.53 -0.68 0.94 0.02
C 2.00 1.24 -0.80 -0.08
F 2.32 1.54 -2.24 0.05
F 3.27 1.57 -0.05 0.03
C 0.87 2.28 -0.24 -0.13
F -0.30 2.48 -1.16 0.02
F 0.38 2.01 1.14 0.04
F 1.54 3.63 -0.18 0.03
H -1.19 0.50 2.77 0.05
H -2.85 -0.49 2.96 0.06
H -1.20 -1.43 2.63 0.05
H -3.60 -0.77 0.31 -0.02
H -2.04 0.97 -0.04 -0.05
```

* energy above the lowest of the compared OMol25 structures with the same formula, charge and spin: 144.6 kcal per mole
* orbital gap: 9.8 eV
* total charge: 0
* LUMO: -1.257 eV

Molecular formula: C5H5FKMgO4
Method: DFT, wB97M-V/def2-TZVPD

Geometry as XYZ:
```
17
Properties=species:S:1:pos:R:3:lowdin_charge:R:1
H -0.47 -1.16 0.97 0.14
O -1.22 0.07 -0.60 -0.05
O -3.27 -0.30 0.02 0.18
O -2.72 1.72 -0.88 0.24
C -1.21 -1.13 0.17 -0.01
C -2.53 -1.42 0.33 0.06
C -2.48 0.61 -0.53 -0.51
H -3.02 -2.19 0.92 0.17
C 2.15 1.56 0.56 -0.01
C 1.99 0.10 0.40 -0.37
O 1.84 -0.07 -0.99 -0.42
K 3.65 -1.85 -2.36 0.97
Mg 0.36 1.02 -1.59 1.21
F 1.02 2.18 -0.01 -0.06
H 2.43 2.07 1.48 0.13
H 2.00 -1.16 0.74 0.23
H 1.47 -0.07 1.37 0.11
```

* energy above the lowest of the compared OMol25 structures with the same formula, charge and spin: 42.0 kcal per mole
* orbital gap (alpha / beta): 6.0 / 7.6 eV
* total charge: +2
* multiplicity: 2
* LUMO (alpha / beta): -8.693 / -8.691 eV

Molecular formula: C5H5FN2
Method: DFT, wB97M-V/def2-TZVPD

Geometry as XYZ:
```
13
Properties=species:S:1:pos:R:3:lowdin_charge:R:1
C -1.99 -0.03 0.08 -0.28
C -1.16 1.11 0.06 0.02
C 0.00 0.58 -0.04 -0.34
C 1.41 0.55 -0.04 -0.05
C 1.26 -1.04 0.05 -0.06
H -1.49 2.23 -0.10 0.16
H 2.02 1.18 0.71 0.15
H 1.71 0.74 -1.03 0.09
H 1.47 -1.51 1.17 0.18
H 1.64 -1.59 -0.73 0.08
N -0.12 -0.75 -0.02 -0.14
N -1.39 -1.22 -0.10 0.18
F -3.36 -0.26 -0.01 0.01
```

* energy above the lowest of the compared OMol25 structures with the same formula, charge and spin: 75.0 kcal per mole
* orbital gap: 9.9 eV
* total charge: 0
* LUMO: 0.829 eV

Molecular formula: C5H5FN2
Method: DFT, wB97M-V/def2-TZVPD

Geometry as XYZ:
```
13
Properties=species:S:1:pos:R:3:lowdin_charge:R:1
C 1.39 -0.92 -0.91 -0.07
C 0.84 0.54 0.73 -0.19
C 0.33 -0.09 -1.31 -0.15
C -2.66 0.33 -0.55 0.11
C -3.42 -0.25 0.16 -0.17
N 0.07 0.80 -0.28 -0.01
N 1.67 -0.49 0.38 0.03
F -4.38 -0.95 0.75 0.07
H 1.93 -1.58 -1.48 0.07
H 0.86 1.04 1.71 0.13
H -0.25 -0.01 -2.24 0.11
H -1.90 0.72 -1.03 -0.06
H 2.44 -0.67 1.02 0.14
```

* energy above the lowest of the compared OMol25 structures with the same formula, charge and spin: 74.4 kcal per mole
* orbital gap: 9.9 eV
* total charge: 0
* LUMO: 0.799 eV

Molecular formula: C5H5FN4O3
Method: DFT, wB97M-V/def2-TZVPD

Geometry as XYZ:
```
18
Properties=species:S:1:pos:R:3:lowdin_charge:R:1
C -1.17 0.20 1.63 -0.29
C -2.54 0.18 -0.46 -0.30
C -0.51 0.21 -1.71 -0.44
C 2.15 -0.97 1.17 0.00
C 1.27 0.87 -0.09 -0.15
N -1.16 -0.15 2.74 0.19
N -1.23 0.62 0.39 0.08
N -1.94 -0.04 -1.65 0.10
N -0.11 0.43 -0.47 0.05
O -3.63 0.07 0.01 0.18
O 0.15 -0.03 -2.68 0.14
O 1.60 0.43 1.18 -0.18
F -2.61 -0.57 -2.74 0.10
H 1.27 -1.64 1.18 0.09
H 2.66 -1.01 2.18 0.12
H 2.61 -1.01 0.25 0.05
H 1.33 1.97 -0.13 0.16
H 1.88 0.42 -0.80 0.10
```

* energy above the lowest of the compared OMol25 structures with the same formula, charge and spin: 0.0 kcal per mole
* orbital gap: 10.3 eV
* total charge: 0
* LUMO: 0.266 eV

We obtain E_tot values of -1395.991366, -1930.198647, -1393.622122, -402.767990, -402.768988, -737.979471 a.u. for the records listed above, in that order.
We obtain maximum force values of 5.2, 9.6, 4.0, 8.4, 4.1, 4.5 eV/A for the records listed above, in that order.